Record 1
{"formula": "C4H11N2S", "method": "ωB97M-V/def2-TZVPD", "species": ["C", "C", "C", "C", "N", "N", "S", "H", "H", "H", "H", "H", "H", "H", "H", "H", "H", "H"], "coordinates": [[2.332, 0.485, -0.255], [-1.650, -1.615, -0.062], [-2.184, -0.225, -0.080], [-1.215, 0.729, 0.214], [3.007, -0.325, -1.040], [2.738, 1.700, -0.021], [-1.441, 2.394, 0.379], [-0.775, -1.613, -0.720], [-1.137, -1.829, 0.940], [-2.267, -2.377, -0.453], [-2.518, -0.056, -1.066], [-3.009, 0.028, 0.488], [-0.257, 0.436, 0.308], [2.541, -1.174, -1.377], [4.000, -0.334, -1.425], [2.301, 2.406, 0.566], [3.555, 2.086, -0.376], [-2.791, 2.334, 0.207]], "atomic_forces_ev_per_a": [[-2.6087, -0.6565, 0.2322], [2.9905, -0.2045, 1.7096], [-0.0818, -1.5330, -0.6673], [-1.3889, 4.2401, 0.0295], [1.7784, -1.5845, -1.6212], [0.0204, 1.1944, 0.9320], [-0.2754, -1.6375, -0.1109], [-0.0467, 0.0000, -0.2070], [-1.3020, -0.2129, -1.1841], [-1.0110, -0.7275, 0.1731], [-0.5900, 0.6525, -1.6412], [-2.2366, -0.0375, 1.4480], [3.8793, -0.8742, 0.4024], [0.2431, 0.6666, 0.7704], [-1.4792, 0.9477, 0.8074], [-0.4195, -1.0440, -0.0476], [2.1962, 0.5534, -1.0547], [0.3319, 0.2575, 0.0293]], "homo_energy_ev": -11.3, "e_above_lowest_kcal_mol": 83.6, "fmax_ev_per_a": 4.5, "charge": 1}

=====

Record 2
{"formula": "C20H56N2O13", "method": "ωB97M-V/def2-TZVPD", "species": ["C", "O", "C", "C", "N", "C", "C", "O", "C", "H", "H", "H", "H", "H", "H", "H", "H", "H", "H", "H", "H", "H", "H", "H", "C", "O", "C", "C", "N", "C", "C", "O", "C", "H", "H", "H", "H", "H", "H", "H", "H", "H", "H", "H", "H", "H", "H", "H", "O", "C", "C", "O", "H", "H", "H", "H", "H", "H", "O", "C", "C", "O", "H", "H", "H", "H", "H", "H", "O", "C", "C", "O", "H", "H", "H", "H", "H", "H", "O", "C", "C", "O", "H", "H", "H", "H", "H", "H", "O", "H", "H"], "coordinates": [[14.323, 13.028, 12.914], [14.071, 11.680, 12.587], [14.126, 10.708, 13.630], [13.627, 9.311, 13.152], [12.177, 8.975, 13.235], [11.289, 9.884, 12.476], [11.375, 9.785, 10.916], [11.161, 8.430, 10.482], [11.033, 8.348, 9.045], [13.705, 13.261, 13.781], [14.066, 13.677, 12.077], [15.367, 13.251, 13.132], [13.541, 11.010, 14.499], [15.163, 10.591, 13.944], [14.195, 8.597, 13.749], [13.828, 9.100, 12.102], [12.089, 8.150, 12.659], [11.426, 10.916, 12.800], [10.274, 9.646, 12.793], [12.317, 10.206, 10.562], [10.703, 10.553, 10.534], [10.321, 9.085, 8.673], [10.576, 7.392, 8.792], [11.963, 8.521, 8.503], [6.960, 8.667, 25.066], [6.902, 8.742, 23.599], [8.079, 9.308, 23.040], [9.172, 8.270, 22.935], [10.265, 8.839, 22.113], [11.485, 8.096, 22.470], [12.726, 8.608, 21.706], [12.396, 8.416, 20.330], [13.504, 8.615, 19.538], [7.175, 9.650, 25.488], [7.797, 8.053, 25.401], [6.011, 8.364, 25.508], [8.257, 10.293, 23.472], [7.727, 9.589, 22.048], [8.864, 7.257, 22.674], [9.494, 8.223, 23.975], [10.011, 8.664, 21.151], [11.395, 7.100, 22.036], [11.680, 8.027, 23.540], [13.482, 7.866, 21.961], [13.054, 9.629, 21.902], [13.998, 9.539, 19.838], [13.214, 8.723, 18.493], [14.316, 7.889, 19.521], [16.776, 7.869, 15.019], [16.464, 8.317, 16.361], [16.970, 7.364, 17.440], [16.838, 7.822, 18.799], [17.060, 8.596, 14.461], [17.051, 9.231, 16.455], [15.456, 8.720, 16.462], [18.034, 7.225, 17.251], [16.490, 6.397, 17.290], [17.497, 7.212, 19.139], [9.503, 8.753, 18.937], [9.066, 7.525, 18.439], [10.303, 6.677, 18.053], [11.055, 6.361, 19.168], [9.744, 9.311, 18.195], [8.457, 7.074, 19.222], [8.522, 7.661, 17.505], [10.818, 7.310, 17.331], [9.989, 5.706, 17.671], [11.548, 7.129, 19.466], [13.633, 6.430, 16.581], [13.847, 5.960, 15.273], [12.567, 5.396, 14.616], [12.750, 4.952, 13.320], [13.616, 5.615, 17.088], [14.328, 6.692, 14.625], [14.596, 5.187, 15.446], [11.814, 6.179, 14.707], [12.099, 4.559, 15.133], [11.940, 4.568, 12.975], [10.821, 10.650, 17.099], [10.252, 11.635, 16.181], [8.730, 11.665, 16.348], [8.236, 10.323, 16.300], [11.279, 9.961, 16.611], [10.603, 12.651, 16.363], [10.661, 11.322, 15.220], [8.122, 12.238, 15.648], [8.417, 12.028, 17.327], [7.382, 10.408, 16.729], [12.332, 8.895, 16.006], [12.589, 8.035, 16.339], [12.502, 8.849, 15.066]], "atomic_forces_ev_per_a": [[-0.2296, -0.2677, 0.5715], [-0.2341, -0.6210, -0.7407], [-0.4348, -0.3033, -0.7886], [-0.1146, 0.4389, -0.8513], [0.1015, 0.8889, -0.2633], [-0.0928, -0.1819, -0.2864], [0.4628, 0.3176, 1.2124], [-0.0675, 1.1997, -0.6942], [-0.5937, 0.1669, 0.5897], [0.0355, 0.5032, 0.1415], [-0.2967, -0.3206, -0.0724], [0.2501, -0.2948, 0.2419], [-0.1437, 0.2197, 0.1937], [0.1815, -0.0406, 0.1521], [-0.1535, -0.1778, 0.0051], [1.1314, 0.5289, -0.0769], [0.1037, -0.7962, 0.4305], [0.3019, 0.0854, -0.2291], [-0.1186, -0.1942, -0.1602], [0.6354, -0.5304, 0.0116], [-0.9251, -0.5039, -0.3008], [-0.0977, 0.3118, 0.1613], [0.4447, -0.1616, 0.1802], [0.2616, -0.2160, 0.2310], [0.4761, 0.6466, -1.1644], [-0.5391, -0.2172, 2.3668], [-2.1138, -0.4543, -1.6783], [0.9078, 1.9397, 0.9724], [-0.0864, -0.7723, 1.9110], [0.4355, 0.6626, -1.9690], [-1.3196, -1.3993, 0.3387], [-0.0063, -0.0236, 0.7742], [1.2783, 1.1594, -1.4070], [-0.0349, 0.3932, -0.1541], [-0.2131, -0.4648, -0.0279], [0.0546, -0.3578, -0.5172], [0.9339, -0.2911, 0.6166], [0.1974, -0.1238, -0.4226], [-0.4715, 0.1155, -0.3787], [0.6813, -0.4346, 0.0435], [0.3455, 0.1399, -0.4742], [-0.0085, -0.6272, 0.4851], [-0.2561, 0.2759, -0.0332], [0.6575, 0.2924, 0.0897], [-0.1227, 0.0811, -0.0164], [0.0783, 0.3593, -0.1424], [-0.3097, 0.1128, 0.0394], [-0.2501, -0.7459, 0.6185], [-0.6620, -1.0693, 0.6841], [1.2017, 2.1575, -0.3614], [-0.2305, -0.1766, -1.1312], [0.0696, -0.4231, -1.2436], [-0.0305, 0.1385, 0.3477], [0.2134, 0.2219, 0.5131], [-0.4955, -0.8975, 0.0416], [0.1029, -0.0583, -0.2774], [-0.1985, -0.1756, 0.1941], [-0.0792, 0.3137, 1.2002], [-0.1430, 0.3802, 0.6813], [0.7420, -0.6155, -0.6818], [-1.6703, 0.2357, 0.6044], [0.8293, -0.6984, 0.4413], [0.2594, 0.6283, -0.2677], [-0.0245, -0.2959, -0.1711], [-0.5830, 0.0097, 0.0025], [0.3367, -0.3522, -0.3322], [-0.0842, 0.1385, -0.6525], [0.0078, 0.4424, 0.4379], [-0.5863, 0.5086, 0.1477], [0.5309, -1.6434, -0.7853], [-0.8546, 0.2220, 1.3633], [0.9931, 0.2630, -1.4683], [-0.3076, 0.3060, 0.6676], [-0.2378, 0.2808, 0.2215], [0.1358, -0.3962, -0.9301], [-0.1347, 0.4710, -0.2799], [0.4582, -0.0861, 0.9826], [-0.0269, 0.0727, 0.1233], [-1.3442, 2.2568, 0.5161], [0.2528, -1.2198, 0.7586], [-0.2927, -1.0375, 0.1582], [-0.1433, -0.0269, -0.1623], [0.4015, -0.3334, -0.4833], [0.3691, -0.0325, 0.3423], [-0.7624, 0.2592, -0.5427], [0.7048, 0.4588, -0.5387], [0.7273, 0.4443, 0.3034], [-0.1674, -0.5911, -0.0325], [0.4217, 0.0828, 0.5305], [0.2014, -0.5260, 0.4904], [-0.6227, 0.0455, -0.9410]], "homo_energy_ev": -8.4, "e_above_lowest_kcal_mol": 50.6, "fmax_ev_per_a": 2.7, "smiles": "COCCNCCOC.COCCNCCOC.OCCO.OCCO.OCCO.OCCO.O"}